# 1
ORCA calculation (ωB97M-V/def2-TZVPD) on a 7-piece molecular cluster, C40H67B2N3O31S6 overall at a distorted geometry.

```
149
C40H67B2N3O31S6 (ωB97M-V/def2-TZVPD)
C 2.17527 2.00576 2.42552
C 2.84939 3.06529 1.49234
B 4.00126 2.52190 0.54523
O 5.28745 3.02095 0.75797
C 3.88111 1.41212 -0.62520
C 5.08788 1.60819 -1.52097
N 5.80477 1.86662 -2.39584
B 4.09585 -0.01439 0.08328
O 4.05911 -1.23678 -0.57496
O 4.37992 -0.01115 1.44261
C 2.52683 1.49014 -1.47000
C 1.57342 0.61603 -0.67825
N 0.88076 -0.09965 -0.08169
C 2.74319 0.72283 -2.81337
C 1.44731 0.43035 -3.62370
O 1.43396 -0.89134 -4.17443
C 0.87449 -1.84041 -3.27605
C -0.65344 -2.06436 -3.44067
O -1.38395 -0.87947 -3.82457
C -2.37096 -0.66335 -2.86944
C -2.11597 0.21812 -1.80882
C -3.03860 0.47351 -0.80090
C -4.30154 -0.17319 -0.80645
C -5.27930 0.10352 0.35558
C -4.39053 0.21223 1.66131
C -6.20857 -1.13073 0.63190
C -6.05792 1.45794 0.25334
C -6.56944 1.87151 -1.16136
C -7.68509 2.95158 -0.90911
C -7.25975 0.73932 -1.98467
C -5.47488 2.61766 -2.02075
C -4.53254 -1.04554 -1.86934
C -3.60870 -1.29215 -2.89558
N 2.07415 2.88044 -1.59228
C 0.63627 3.09304 -1.60691
C -0.21096 3.21126 -2.89800
O 0.04488 3.25004 -0.56964
C 2.79701 3.68276 -2.55753
C 3.82363 4.73390 -2.05827
O 2.62308 3.63551 -3.74915
H 2.69017 1.97666 3.39781
H 1.13767 2.33304 2.62587
H 2.10138 0.99647 2.00561
H 3.31384 3.82527 2.17222
H 2.11306 3.64317 0.90286
H 5.39158 3.05628 1.72328
H 4.83513 -1.73653 -0.28707
H 4.37886 -0.92632 1.75722
H 3.23082 -0.25875 -2.65748
H 3.42315 1.25974 -3.49512
H 1.42046 1.09953 -4.50033
H 0.50797 0.55984 -3.06296
H 1.35993 -2.80758 -3.51283
H 1.14192 -1.63403 -2.22260
H -0.82020 -2.91161 -4.12609
H -1.03732 -2.41590 -2.46416
H -1.12614 0.68402 -1.80014
H -2.71816 1.15716 -0.01434
H -3.57941 -0.53117 1.58873
H -4.99137 0.12099 2.57761
H -3.89465 1.19783 1.65264
H -7.03880 -0.83456 1.29218
H -6.56768 -1.59367 -0.29649
H -5.57991 -1.87964 1.14531
H -6.91854 1.45490 0.94798
H -5.34887 2.25029 0.56464
H -8.51348 2.43219 -0.38097
H -7.34620 3.74911 -0.22825
H -8.11846 3.31331 -1.85416
H -7.66524 -0.07889 -1.39083
H -8.13117 1.20383 -2.48864
H -6.61814 0.39130 -2.81302
H -5.81356 3.65632 -2.20471
H -4.52864 2.70755 -1.46660
H -5.35255 2.16987 -3.02010
H -5.48372 -1.57894 -1.93746
H -3.87948 -1.99037 -3.69147
H -1.19458 2.73954 -2.78337
H -0.40732 4.29838 -3.00387
H 0.32262 2.91075 -3.80573
H 4.84651 4.35379 -2.19432
H 3.61838 4.96264 -0.99708
H 3.62509 5.64893 -2.63351
O 4.82869 4.86607 6.02232
S 5.10944 4.76322 4.63629
O 4.90122 3.56808 3.89993
O 6.61767 5.25808 4.38919
C 6.62541 6.35279 3.46416
C 5.28873 7.03589 3.65973
O 4.36331 5.96386 3.87618
H 6.72034 5.94623 2.45462
H 7.46305 7.01572 3.66666
H 4.99355 7.62918 2.79822
H 5.29095 7.66695 4.55143
O -0.88026 -5.20136 -3.81886
S -0.81545 -6.44606 -4.49735
O -1.00693 -7.68325 -3.83524
O 0.57053 -6.49886 -5.31388
C 0.30806 -6.69322 -6.70666
C -1.05083 -6.06656 -6.93914
O -1.80389 -6.38917 -5.76593
H 0.28943 -7.76744 -6.90415
H 1.08598 -6.22869 -7.30813
H -1.54225 -6.45360 -7.82818
H -0.97961 -4.97827 -7.00840
O 3.52599 -5.41059 -1.73884
S 4.00906 -4.17514 -2.24592
O 3.49592 -2.92496 -1.81080
O 3.96950 -4.24336 -3.85433
C 5.28150 -4.02870 -4.38467
C 6.22409 -4.53609 -3.31358
O 5.61210 -4.14953 -2.07816
H 5.41047 -2.95700 -4.55294
H 5.40224 -4.55925 -5.32625
H 7.22029 -4.10924 -3.39764
H 6.29355 -5.62627 -3.33041
O 4.52837 -4.35692 4.33838
S 3.23285 -3.78731 4.44345
O 2.86815 -2.92320 5.50529
O 2.15144 -4.97314 4.33782
C 1.26384 -4.72958 3.23876
C 2.08304 -3.93521 2.24622
O 2.88124 -3.05697 3.05172
H 0.41458 -4.15010 3.60717
H 0.90666 -5.66829 2.82230
H 1.46458 -3.36574 1.55601
H 2.75864 -4.58089 1.67990
O -9.60151 -0.09740 -0.52392
S -10.23537 -0.32988 0.72590
O -10.40446 0.69310 1.69119
O -9.52432 -1.59382 1.42405
C -10.49088 -2.61607 1.68361
C -11.54629 -2.43566 0.61299
O -11.66557 -1.01860 0.45713
H -10.90415 -2.45020 2.68100
H -10.02497 -3.59797 1.64441
H -12.50199 -2.87225 0.89189
H -11.21988 -2.85585 -0.34148
O 5.16271 3.44953 11.50000
S 5.18220 2.19353 10.84030
O 4.96160 0.97312 11.52644
O 6.55868 2.08434 10.01173
C 6.27534 1.87366 8.62466
C 4.93451 2.53678 8.39474
O 4.18263 2.25778 9.58247
H 6.22213 0.79711 8.44682
H 7.06007 2.30322 8.00614
H 4.42285 2.14930 7.51743
H 5.03760 3.61936 8.30479
```

For the max |F|, the calculation gives 2.986 eV/A. As for the gap between HOMO and LUMO: 8.520 eV. The total energy is -6499.81373 Ha.

# 2
ORCA calculation (ωB97M-V/def2-TZVPD) on one molecule with the formula C3H4NP at a distorted geometry.

```
9
C3H4NP (ωB97M-V/def2-TZVPD)
C 0.06167 1.02163 0.19899
C 0.95354 0.19978 0.91559
C -1.03457 -0.59973 -0.74734
N -1.03561 0.64608 -0.59198
P -0.02560 -1.98819 -0.78455
H 0.36976 2.08620 0.28083
H 2.04832 0.61744 0.95977
H -1.97530 -1.02976 -1.16783
H 0.63778 -0.95346 0.93652
```

For the max |F|, the calculation gives 4.040 eV/A. As for the gap between HOMO and LUMO (alpha / beta): 6.635 / 6.586 eV. The total energy is -512.64997 Ha.

# 3
ORCA calculation (ωB97M-V/def2-TZVPD) on C40H50Cl2CsN9OS2 as an isolated structure at a distorted geometry.

```
105
C40H50Cl2CsN9OS2 (ωB97M-V/def2-TZVPD)
Cs 1.48151 1.49854 -1.24831
C -1.32314 -1.43236 -3.28006
C -2.34868 -1.50428 -2.15768
N -2.04694 -0.55122 -1.09860
C -2.65682 -0.87968 0.16816
C -1.92491 -2.06728 0.79136
C -2.58235 -3.11168 1.43381
C -1.82095 -4.17088 1.91665
C -0.45058 -4.18188 1.70340
C 0.12817 -3.10437 1.03487
C 1.61688 -3.06087 0.67658
N 1.86489 -2.31714 -0.52623
C 1.77986 -3.01867 -1.79397
C 0.37865 -3.00701 -2.41792
N 0.03068 -1.66781 -2.82516
N -0.60135 -2.06265 0.64091
H -1.36281 -0.41705 -3.68597
H -1.63671 -2.13607 -4.07145
H -2.35002 -2.51281 -1.72551
H -3.34803 -1.34872 -2.58926
H -2.22347 0.40283 -1.40715
H -3.73330 -1.10906 0.10695
H -2.54735 -0.02048 0.83186
H -3.66528 -3.10074 1.53306
H -2.29877 -5.00031 2.42708
H 0.15879 -5.01959 2.03288
H 1.98838 -4.09654 0.62047
H 2.14735 -2.57527 1.49806
H 2.68746 -1.73436 -0.47278
H 2.09759 -4.07031 -1.69433
H 2.46662 -2.51880 -2.48366
H -0.34284 -3.34629 -1.66746
H 0.35440 -3.73492 -3.24489
H 0.70026 -1.32482 -3.50351
Cl 4.97293 -1.41442 2.50951
C 4.07434 0.11949 2.60436
Cl 2.35093 -0.10745 2.25315
H 4.48404 0.80529 1.88153
H 4.16644 0.50298 3.60601
N -3.14023 6.30820 -6.19144
C -2.72915 5.45602 -5.52884
C -2.22707 4.38627 -4.69691
C -2.73844 4.19496 -3.41030
C -2.23957 3.16421 -2.62054
C -1.21968 2.26754 -3.02190
C -0.76538 2.49689 -4.34378
C -1.23479 3.51731 -5.16433
H -3.51605 4.86308 -3.04803
H -2.68650 3.05690 -1.62350
H -0.00730 1.83092 -4.76306
H -0.84581 3.65601 -6.16682
S 4.22917 2.81388 0.45584
C 4.37713 4.34108 -0.20482
N 4.48001 5.40979 -0.66755
C -3.50753 -1.60076 5.42560
C -2.89754 -0.20142 5.35922
C -2.58312 0.20186 3.92664
N -2.04742 1.57190 3.89058
C -2.09210 2.44152 2.86205
S -0.90707 3.57182 2.63306
N -3.20225 2.38897 2.02198
C -4.53053 2.02911 2.27718
O -5.18456 1.59182 1.39349
C -5.13320 2.28931 3.63385
C -4.66807 3.26314 4.50397
C -5.28451 3.44917 5.73569
C -6.36364 2.66197 6.10492
C -6.85583 1.71320 5.22061
C -6.24787 1.54123 3.98398
H -3.63649 -1.92565 6.46144
H -2.86913 -2.32888 4.91698
H -4.48963 -1.61584 4.93763
H -1.97423 -0.16859 5.94962
H -3.58899 0.53581 5.78365
H -3.49287 0.13936 3.33667
H -1.86691 -0.49492 3.48668
H -1.21195 1.71514 4.43476
H -3.02944 2.70516 1.08057
H -3.84361 3.90700 4.21403
H -4.91733 4.21257 6.40950
H -6.82643 2.79393 7.07466
H -7.71180 1.10922 5.49444
H -6.61878 0.81662 3.26612
C 6.87929 -2.78596 -1.91311
N 6.49449 -1.59231 -1.19541
C 7.56963 -0.63336 -1.03671
C 5.17429 -1.05201 -1.55309
C 4.87529 -0.57044 -2.96837
C 5.90133 -0.32067 -3.88414
C 5.61261 0.22813 -5.13708
C 4.29367 0.49896 -5.47376
C 3.27224 0.18598 -4.56210
C 3.51237 -0.33809 -3.27886
H 7.74777 -3.24618 -1.42206
H 7.13837 -2.61619 -2.96939
H 6.05319 -3.50366 -1.88757
H 8.32029 -1.03092 -0.34119
H 7.16850 0.29072 -0.61480
H 8.09139 -0.37429 -1.96897
H 4.97087 -0.21891 -0.86714
H 4.44298 -1.82686 -1.32259
H 6.94234 -0.53677 -3.64730
H 6.41924 0.45488 -5.82944
H 4.06219 0.94735 -6.43911
H 2.23829 0.36046 -4.88814
```

For the max |F|, the calculation gives 2.342 eV/A. As for the gap between HOMO and LUMO: 4.439 eV. The total energy is -3859.12708 Ha. As for the net charge: -2.

# 4
ORCA calculation (ωB97M-V/def2-TZVPD) on C21H28Br4CsN5O6S3 as an isolated structure at a distorted geometry.

```
68
C21H28Br4CsN5O6S3 (ωB97M-V/def2-TZVPD)
Cs -1.36338 0.93143 -1.82380
N -0.02289 -0.70709 1.26393
C 0.39734 -0.70017 2.65233
C -0.19283 0.50418 3.36496
N -0.04043 1.72973 2.58286
C -0.96376 2.74969 3.07618
C -1.02552 3.95097 2.15091
N -1.25101 3.50318 0.78594
H -1.02232 -0.51302 1.17403
H 0.17811 -1.57666 0.78760
H 1.49196 -0.65215 2.68266
H 0.09865 -1.59677 3.21905
H 0.28875 0.63117 4.34112
H -1.25884 0.31128 3.54527
H -0.33322 1.49449 1.63440
H -0.64338 3.06761 4.07459
H -1.97437 2.32590 3.16872
H -0.07696 4.50140 2.19928
H -1.80843 4.62355 2.53079
H -1.69497 4.21606 0.22035
H -1.86744 2.68339 0.77320
Br -7.32409 -0.61216 2.65949
C -6.23879 -0.08103 1.19807
C -6.75260 0.02511 -0.06945
Br -8.58529 -0.35515 -0.40093
C -5.91512 0.42560 -1.12861
Br -6.57910 0.58412 -2.90202
C -4.55405 0.73310 -0.97766
O -3.79455 1.08728 -1.93251
C -3.99258 0.62020 0.39726
O -2.74764 0.87607 0.60389
C -4.87280 0.21748 1.40557
Br -4.10024 0.06118 3.14256
C 3.58663 -4.95985 -0.17472
C 4.00098 -3.51021 -0.42020
S 2.82137 -2.28293 0.19174
C 2.34666 -1.40657 -1.31067
C 1.54574 -2.20726 -2.32504
S -0.09837 -2.64954 -1.70541
C -0.10861 -4.44692 -1.69420
C 0.76987 -5.14448 -0.65203
S 2.38064 -5.66253 -1.31568
H 3.23093 -5.08517 0.85051
H 4.46392 -5.60498 -0.27248
H 4.16327 -3.34866 -1.48753
H 4.96283 -3.34319 0.07307
H 3.23759 -0.98998 -1.78766
H 1.77076 -0.54884 -0.95483
H 2.06917 -3.11719 -2.62019
H 1.40070 -1.57607 -3.20152
H 0.11327 -4.83294 -2.69288
H -1.15433 -4.69523 -1.49946
H 0.25628 -6.03609 -0.28700
H 0.94166 -4.48015 0.19352
O 3.74668 4.06786 -3.54749
C 3.83733 4.15904 -2.23601
O 4.61114 4.92944 -1.69698
C 2.93340 3.29614 -1.43592
C 2.85449 3.39275 -0.05906
N 1.95763 2.48776 0.34846
N 1.42668 1.80317 -0.66664
C 2.00244 2.27273 -1.76515
C 1.59541 1.70175 -3.11511
O 2.03211 2.31999 -4.12524
O 0.84606 0.71367 -3.09324
H 3.04411 3.35249 -3.81232
H 3.37957 4.04657 0.61555
H 1.57377 2.32550 1.28175
```

For the max |F|, the calculation gives 2.005 eV/A. As for the gap between HOMO and LUMO: 4.693 eV. The total energy is -13053.17086 Ha. As for the net charge: -2.